{
  "formula": "C5H13NOSi",
  "method": "ωB97M-V/def2-TZVPD",
  "species": ["C", "C", "C", "C", "C", "N", "O", "Si", "H", "H", "H", "H", "H", "H", "H", "H", "H", "H", "H", "H", "H"],
  "xyz": [[-0.15, -2.94, 1.00], [-0.67, -2.05, 0.16], [-0.09, 2.33, -0.38], [-2.10, 1.07, -1.11], [2.41, -0.26, 1.38], [-0.90, 1.14, -0.20], [1.98, -0.63, 0.06], [0.63, -0.92, -0.76], [-0.77, -3.63, 1.56], [0.91, -2.77, 1.22], [-1.74, -2.15, -0.17], [0.68, 2.02, 0.29], [0.20, 2.46, -1.42], [-0.70, 3.12, -0.05], [-2.02, 0.13, -1.64], [-2.96, 1.16, -0.45], [-2.25, 1.89, -1.79], [3.39, 0.25, 1.17], [2.56, -1.32, 1.91], [1.75, 0.44, 1.82], [1.35, -1.27, -2.07]],
  "homo_lumo_gap_ev": [7.6, 7.6],
  "e_above_lowest_ev": 5.496,
  "charge": 0,
  "fmax_ev_per_a": 3.59,
  "e_homo_ev": [-7.23, -7.23]
}